(1)
# C47H37BClF4N5O4P2PbS

A structure of composition C47H37BClF4N5O4P2PbS (the ωB97M-V functional and the def2-TZVPD basis, the OMol25 dataset).

Output
E ... -4546.100642 Eh
Kohn-Sham gap ... 7.916 eV
LUMO level ... -5.39 eV
Total charge ... +2

Element x y z (Å)
Pb  -0.231  1.350  -1.661
O  -0.727  -4.456  -4.595
C  0.580  -4.400  -4.377
O  1.346  -5.029  -5.045
C  1.088  -3.519  -3.258
C  2.432  -3.299  -3.034
Cl  3.708  -3.859  -3.984
N  2.555  -2.504  -1.924
N  1.361  -2.185  -1.431
C  0.471  -2.791  -2.205
C  -0.950  -2.679  -1.883
O  -1.864  -3.027  -2.567
O  -1.282  -2.016  -0.686
C  3.731  -2.043  -1.212
C  3.538  -1.176  -0.140
C  4.618  -0.756  0.615
C  5.900  -1.193  0.320
C  6.091  -2.038  -0.757
C  5.018  -2.465  -1.528
H  -1.254  -3.908  -3.992
H  2.537  -0.843  0.092
H  4.461  -0.074  1.437
H  6.742  -0.874  0.921
H  7.085  -2.380  -1.014
H  5.216  -3.118  -2.354
C  -2.039  -1.222  1.734
C  -1.228  0.028  2.135
P  -1.473  1.501  1.010
C  -0.966  2.921  2.019
C  -0.690  2.879  3.384
C  -0.345  4.044  4.054
C  -0.279  5.250  3.370
C  -0.567  5.297  2.012
C  -0.904  4.137  1.334
C  -3.289  1.598  0.998
C  -3.993  2.124  2.082
C  -5.375  2.219  2.025
C  -6.060  1.790  0.895
C  -5.366  1.255  -0.180
C  -3.983  1.168  -0.133
P  -1.480  -2.646  0.791
C  -2.840  -3.782  0.749
C  -2.900  -4.808  1.698
C  -3.984  -5.668  1.699
C  -4.999  -5.504  0.765
C  -4.944  -4.478  -0.170
C  -3.867  -3.608  -0.183
C  0.010  -3.490  1.252
C  0.942  -2.992  2.158
C  2.125  -3.685  2.363
C  2.373  -4.862  1.670
C  1.427  -5.377  0.789
C  0.238  -4.699  0.585
H  -2.932  -0.916  1.176
H  -2.408  -1.704  2.644
H  -0.157  -0.153  2.249
H  -1.624  0.323  3.104
H  -0.740  1.950  3.938
H  -0.140  4.011  5.117
H  -0.012  6.156  3.898
H  -0.537  6.240  1.480
H  -1.140  4.180  0.274
H  -3.467  2.473  2.961
H  -5.915  2.646  2.860
H  -7.136  1.893  0.846
H  -5.902  0.927  -1.061
H  -3.440  0.789  -0.994
H  -2.099  -4.935  2.418
H  -4.034  -6.469  2.424
H  -5.842  -6.184  0.767
H  -5.739  -4.358  -0.894
H  -3.819  -2.817  -0.919
H  0.755  -2.079  2.708
H  2.855  -3.308  3.066
H  3.303  -5.393  1.829
H  1.610  -6.312  0.275
H  -0.508  -5.111  -0.087
N  2.956  4.397  -1.555
C  3.095  4.165  -0.194
C  3.864  4.791  0.778
C  3.771  4.285  2.059
C  2.954  3.182  2.349
C  2.212  2.558  1.368
C  2.272  3.073  0.079
N  1.635  2.687  -1.105
C  2.086  3.507  -2.051
C  1.662  3.450  -3.439
C  1.997  4.289  -4.453
S  1.112  3.890  -5.849
C  0.351  2.625  -5.006
N  0.732  2.495  -3.769
H  3.361  5.165  -2.064
H  4.504  5.632  0.544
H  4.349  4.740  2.852
H  2.903  2.821  3.368
H  1.599  1.697  1.598
H  2.692  5.114  -4.450
H  -0.402  2.004  -5.470
F  -2.698  5.133  -2.000
B  -1.692  4.388  -2.515
F  -1.706  3.061  -1.708
F  -0.415  4.894  -2.256
F  -1.846  3.997  -3.830



(2)
# C47H38BMgN10O4

A structure of composition C47H38BMgN10O4 (the ωB97M-V functional and the def2-TZVPD basis, the OMol25 dataset).

Output
E ... -2887.684940 Eh
Kohn-Sham gap ... 8.233 eV
LUMO level ... 2.30 eV
Total charge ... -1
Energy above the lowest of the compared OMol25 structures with the same formula, charge and spin ... 147.4 kJ/mol

Element x y z (Å)
Mg  0.285  -0.583  -0.882
O  -3.905  -0.720  0.266
C  -2.823  -0.707  -0.329
O  -1.807  -1.421  -0.150
C  -2.624  0.393  -1.385
C  -3.606  1.292  -1.783
C  -3.253  2.302  -2.663
C  -1.934  2.424  -3.084
C  -1.017  1.496  -2.615
N  -1.382  0.502  -1.824
C  0.492  1.600  -2.822
O  0.928  2.499  -3.535
O  1.159  0.725  -2.184
H  -4.604  1.184  -1.383
H  -3.997  3.015  -2.998
H  -1.596  3.216  -3.735
C  3.993  -4.564  0.904
C  3.789  -3.198  0.342
C  4.714  -2.207  0.116
C  3.967  -1.136  -0.401
N  2.684  -1.457  -0.500
N  2.582  -2.729  -0.043
B  1.222  -3.358  0.263
N  0.531  -2.500  1.367
N  0.527  -1.146  1.293
C  0.033  -0.708  2.437
C  -0.301  -1.773  3.275
C  0.038  -2.901  2.552
C  -0.125  -4.335  2.926
C  -0.195  0.748  2.641
C  0.980  1.599  3.045
C  0.800  3.115  2.811
C  -0.009  3.557  4.004
C  -0.564  2.516  4.614
C  -0.045  1.228  4.083
N  0.366  -3.468  -1.016
N  0.287  -2.446  -1.901
C  -0.466  -2.869  -2.907
C  -0.896  -4.177  -2.679
C  -0.335  -4.522  -1.468
C  -0.469  -5.799  -0.711
C  -0.812  -1.986  -4.027
C  -2.098  -2.031  -4.562
C  -2.465  -1.164  -5.578
C  -1.549  -0.241  -6.067
C  -0.264  -0.202  -5.546
C  0.108  -1.077  -4.537
C  4.489  0.181  -0.791
C  3.714  1.320  -0.640
C  4.209  2.563  -0.994
C  5.500  2.686  -1.489
C  6.287  1.553  -1.633
C  5.783  0.309  -1.290
H  5.060  -4.751  1.020
H  3.579  -5.332  0.251
H  3.519  -4.674  1.880
H  5.771  -2.246  0.310
H  1.377  -4.457  0.700
H  -0.740  -1.732  4.255
H  -0.499  -4.408  3.946
H  0.813  -4.883  2.859
H  -0.844  -4.825  2.271
H  1.973  1.173  3.024
H  1.760  3.623  2.697
H  -0.249  4.591  4.204
H  -1.290  2.576  5.411
H  0.152  0.425  4.781
H  -1.512  -4.791  -3.310
H  -0.988  -6.534  -1.326
H  -1.051  -5.651  0.197
H  0.498  -6.208  -0.425
H  -2.821  -2.721  -4.147
H  -3.473  -1.194  -5.972
H  -1.839  0.451  -6.846
H  0.450  0.527  -5.903
H  1.104  -1.035  -4.121
H  2.710  1.212  -0.266
H  3.581  3.440  -0.905
H  5.885  3.657  -1.770
H  7.292  1.636  -2.028
H  6.389  -0.577  -1.429
N  -7.078  5.098  4.340
C  -6.103  4.689  3.886
C  -4.885  4.186  3.327
C  -4.708  2.818  3.126
C  -3.534  2.326  2.600
C  -2.494  3.202  2.249
C  -2.686  4.582  2.439
C  -3.860  5.062  2.972
N  -1.349  2.725  1.677
C  -0.064  3.387  1.535
C  0.476  2.536  0.415
N  -0.038  1.380  0.393
C  -1.022  1.333  1.500
H  -5.504  2.132  3.386
H  -3.431  1.262  2.451
H  -1.905  5.277  2.169
H  -3.991  6.126  3.115
H  -0.144  4.447  1.306
H  1.265  2.824  -0.265
H  -1.879  0.718  1.237